1.
DFT (wB97M-V/def2-TZVPD) results for the molecule C7H14O2 in a non-equilibrium geometry.

```
! wB97M-V def2-TZVPD RIJCOSX def2/J DEFGRID3
* xyz 0 1
C 1.0315 0.0820 -0.3393
C -0.9859 0.2694 0.1938
C 1.6179 -0.9337 -1.2269
C 1.4704 1.4954 -0.4964
C -1.6102 -0.3617 -1.0546
C -1.9426 0.0603 1.3733
C 0.5181 -0.4897 0.9531
O 1.1274 0.2800 2.0118
O 0.3628 -1.7274 1.1427
H 1.3775 -0.4189 2.6384
H -0.9556 1.3562 0.0546
H 2.5467 1.5575 -0.6785
H 0.9382 -1.0992 -2.0737
H 2.6262 -0.7035 -1.5761
H 1.6345 -1.9330 -0.7614
H 1.2076 2.1308 0.3500
H 0.9450 1.9169 -1.3661
H -1.5565 -1.4508 -0.9841
H -2.6515 -0.0520 -1.1787
H -1.1334 -0.0218 -1.9801
H -2.9081 0.5330 1.1665
H -2.1078 -1.0047 1.5464
H -1.5524 0.5148 2.2852
*
```

Summary:
Relative energy (zero: lowest compared OMol25 entry of this formula, charge and spin) ... 327.7 kJ/mol
E_LUMO (spin up / spin down) ... -0.011 / -0.011 eV

---

2.
DFT (wB97M-V/def2-TZVPD) results for a cluster of 6 separate species, C36H62NO13 in total in a non-equilibrium geometry.

```
! wB97M-V def2-TZVPD RIJCOSX def2/J DEFGRID3
* xyz 0 2
C 3.5878 1.1527 1.3948
C 2.2045 1.0931 0.4670
C 2.1163 -0.5018 -0.0337
C 0.8263 1.3311 1.3512
C 0.7658 2.9306 1.7024
O -0.2930 3.2457 2.6724
C -1.5709 3.5806 2.0263
O -2.0640 4.8277 2.2604
C -2.4922 2.5918 1.0984
C -2.9956 3.1088 -0.4090
C -3.9544 2.2301 -1.4088
C -4.4784 0.7469 -0.9358
C -3.9733 0.1782 0.5171
C -2.9935 1.0746 1.5261
C 0.6744 3.7343 0.2780
C 2.0447 3.3822 -0.5921
C 3.3271 4.2291 -0.0159
C 1.7465 4.0098 -2.1146
N 2.2846 1.9079 -0.8010
O 1.2313 1.4561 -1.5546
H 3.6706 2.1217 2.0452
H 3.7269 0.2152 2.0819
H 4.5143 1.1783 0.6468
H 0.9670 -0.7857 -0.1070
H 2.5642 -1.1834 0.8205
H 2.6954 -0.6551 -1.0414
H -0.1136 0.9473 0.7377
H 0.9513 0.7109 2.3559
H 1.7956 3.2216 2.2032
H -2.6168 4.1838 -0.7302
H -4.2859 2.6948 -2.4457
H -5.1957 0.1278 -1.6356
H -4.3382 -0.8816 0.8720
H -2.6445 0.6411 2.5608
H 0.6226 4.9095 0.4078
H -0.2249 3.4309 -0.4110
H 3.1092 5.3886 -0.1892
H 3.4867 4.1181 1.1515
H 4.3020 3.9066 -0.5773
H 2.2859 3.3798 -2.9668
H 0.5913 4.1452 -2.3183
H 2.2453 5.0878 -2.1717
O 6.0580 2.6021 1.9712
C 6.8667 1.8269 2.4810
O 6.5017 1.0597 3.5333
C 7.2968 -0.0111 4.0747
C 8.2962 0.5149 5.0852
C 8.2893 1.7870 2.0119
H 7.7695 -0.5937 3.2774
H 6.5996 -0.6890 4.5797
H 9.0064 1.2076 4.6263
H 8.8578 -0.3081 5.5368
H 7.7828 1.0686 5.8784
H 8.8558 2.5750 2.5122
H 8.3026 1.9640 0.9305
H 8.7766 0.8260 2.1664
O 6.0812 -0.8253 7.3400
C 5.7562 -0.1487 8.3154
O 4.4488 0.0469 8.6012
C 3.9619 0.6485 9.8148
C 3.9364 2.1591 9.6971
C 6.7927 0.5470 9.1443
H 4.5318 0.3023 10.6831
H 2.9383 0.2824 9.9523
H 4.9386 2.5684 9.5457
H 3.5112 2.6093 10.5989
H 3.3364 2.4655 8.8335
H 7.0502 1.4986 8.6749
H 7.6852 -0.0875 9.1870
H 6.4911 0.7135 10.1768
O -5.8178 -2.0802 -2.9255
C -5.2328 -1.7982 -3.9710
O -4.1274 -1.0195 -3.9421
C -3.2616 -0.7927 -5.0694
C -3.7755 0.3476 -5.9251
C -5.7837 -2.2283 -5.2965
H -3.1086 -1.7137 -5.6412
H -2.2835 -0.5195 -4.6580
H -4.7583 0.1231 -6.3476
H -3.0843 0.5549 -6.7473
H -3.8904 1.2556 -5.3236
H -6.5386 -1.5101 -5.6230
H -6.2505 -3.2123 -5.1749
H -5.0269 -2.3467 -6.0699
O -10.4607 -5.0731 1.9316
C -9.8757 -4.7911 0.8861
O -8.7703 -4.0124 0.9150
C -7.9045 -3.7856 -0.2123
C -8.4184 -2.6453 -1.0680
C -10.4267 -5.2212 -0.4394
H -7.7515 -4.7066 -0.7841
H -6.9264 -3.5124 0.1991
H -9.4012 -2.8698 -1.4905
H -7.7273 -2.4380 -1.8902
H -8.5333 -1.7373 -0.4665
H -11.1815 -4.5030 -0.7660
H -10.8934 -6.2052 -0.3178
H -9.6698 -5.3396 -1.2128
O -2.0278 -1.8173 -9.3989
C -1.2191 -2.5925 -8.8891
O -1.5841 -3.3596 -7.8368
C -0.7890 -4.4305 -7.2954
C 0.2104 -3.9045 -6.2849
C 0.2035 -2.6324 -9.3582
H -0.3164 -5.0131 -8.0927
H -1.4863 -5.1084 -6.7904
H 0.9206 -3.2118 -6.7438
H 0.7720 -4.7275 -5.8333
H -0.3030 -3.3508 -5.4917
H 0.7700 -1.8444 -8.8579
H 0.2168 -2.4554 -10.4396
H 0.6908 -3.5934 -9.2037
*
```

Summary:
E_LUMO (spin up / spin down) ... -0.240 / -0.366 eV

---

3.
DFT (wB97M-V/def2-TZVPD) results for a structure of composition C50H49InN8OP in a non-equilibrium geometry.

```
! wB97M-V def2-TZVPD RIJCOSX def2/J DEFGRID3
* xyz 1 1
In -4.4330 -16.2725 -13.4338
C -0.2308 -20.1449 -16.5733
C -1.3883 -20.5508 -17.2547
C -2.5687 -19.8207 -17.1679
C -2.5731 -18.6835 -16.3901
C -3.6584 -17.8353 -15.9829
N -3.1668 -16.9427 -15.0045
C -1.7940 -17.2323 -14.7786
N -1.0062 -16.7246 -13.8121
C -1.4077 -15.7929 -12.9247
C -0.6167 -15.3120 -11.8288
C 0.6762 -15.6493 -11.4368
C 1.0644 -15.2558 -10.1424
C 0.2035 -14.5509 -9.2881
C -1.0439 -14.0492 -9.7587
C -1.4471 -14.4681 -11.0189
C -2.7411 -14.4245 -11.6521
N -3.7668 -13.7631 -11.1178
C -4.9958 -13.8014 -11.6671
N -5.4655 -14.5372 -12.7542
C -6.8544 -14.3445 -12.9290
N -7.6806 -15.0464 -13.6988
C -7.2597 -15.9092 -14.6294
N -5.9463 -16.3229 -14.9167
C -5.9437 -17.3090 -15.9338
N -4.9330 -17.9979 -16.4325
C -7.3296 -17.4582 -16.3360
C -7.8984 -18.3092 -17.2467
C -9.3012 -18.2868 -17.3391
C -10.0759 -17.4232 -16.5668
C -9.4972 -16.4849 -15.7028
C -8.1259 -16.5591 -15.5595
C -7.2755 -13.4356 -11.8855
C -8.5381 -13.0326 -11.5223
C -8.6939 -12.4865 -10.2495
C -7.5662 -12.1989 -9.4487
C -6.2672 -12.4961 -9.8819
C -6.1303 -13.1477 -11.0812
N -2.6995 -15.2210 -12.8082
C -1.3875 -18.2853 -15.6817
C -0.1937 -18.9927 -15.7937
H 0.6251 -20.8330 -16.5261
H -1.3699 -21.4865 -17.8501
H -3.4729 -20.1322 -17.6948
H 1.3157 -16.2453 -12.0734
H 2.0511 -15.5574 -9.7951
H 0.5055 -14.3455 -8.2460
H -1.6605 -13.3670 -9.1891
H -7.3187 -19.0078 -17.8260
H -9.8013 -18.9671 -18.0315
H -11.1506 -17.5120 -16.6611
H -10.0594 -15.7552 -15.1494
H -9.3637 -13.2417 -12.2118
H -9.6924 -12.3122 -9.8485
H -7.6637 -11.7581 -8.4671
H -5.3437 -12.2305 -9.3539
H 0.6758 -18.7184 -15.1909
O -4.8117 -18.0035 -12.1304
P -4.9299 -19.1112 -11.0579
C -5.6083 -20.6238 -11.8429
C -6.0041 -21.7698 -10.8488
C -7.5010 -21.9428 -10.5792
C -8.2590 -21.9095 -11.8973
C -8.0942 -20.5368 -12.5619
C -6.6314 -20.2955 -12.9554
C -5.8321 -18.3216 -9.6331
C -6.1516 -19.1631 -8.3362
C -7.5159 -18.8795 -7.7241
C -7.7776 -17.3609 -7.5796
C -7.5878 -16.6280 -8.9476
C -7.0492 -17.5395 -10.0841
C -3.2176 -19.4493 -10.4137
C -3.0813 -20.4668 -9.2626
C -2.3796 -21.8176 -9.5739
C -1.1435 -21.5887 -10.5001
C -1.6574 -21.0105 -11.8187
C -2.2479 -19.6112 -11.5766
H -4.7139 -21.0148 -12.3444
H -5.4114 -21.7155 -9.9305
H -5.6937 -22.7084 -11.3247
H -7.8472 -21.1200 -9.9222
H -7.6668 -22.9104 -10.0472
H -9.2935 -22.2185 -11.7612
H -7.8146 -22.6706 -12.5726
H -8.4797 -19.7777 -11.8548
H -8.6966 -20.4774 -13.5163
H -6.4544 -19.2980 -13.4028
H -6.4517 -21.0277 -13.7466
H -5.0905 -17.5782 -9.3453
H -5.3227 -18.8780 -7.6508
H -6.0301 -20.2304 -8.4962
H -7.5922 -19.4016 -6.7635
H -8.3468 -19.2834 -8.3570
H -7.0231 -16.9671 -6.8628
H -8.7884 -17.1498 -7.2168
H -6.9092 -15.7499 -8.8439
H -8.5763 -16.2295 -9.2539
H -6.7810 -16.9166 -10.9828
H -7.8846 -18.2016 -10.4083
H -3.0293 -18.4689 -9.9404
H -4.0673 -20.6725 -8.8428
H -2.5432 -19.9770 -8.4235
H -3.1202 -22.4438 -10.1243
H -2.0960 -22.3308 -8.6399
H -0.6474 -22.5484 -10.6847
H -0.4254 -20.8732 -10.0437
H -2.4735 -21.6678 -12.2046
H -0.8529 -20.9534 -12.6136
H -2.7499 -19.2563 -12.4951
H -1.4114 -18.9253 -11.3839
*
```

Summary:
E_LUMO (spin up / spin down) ... -4.134 / -4.083 eV

---

4.
DFT (wB97M-V/def2-TZVPD) results for a structure of composition C16H29CuFInSSi in a non-equilibrium geometry.

```
! wB97M-V def2-TZVPD RIJCOSX def2/J DEFGRID3
* xyz 1 2
C -0.3149 -4.5075 -0.5517
Si -1.4423 -3.0230 -0.1149
C -1.8409 -3.2088 1.7554
C -0.6403 -1.3392 -0.4701
C 0.9252 -1.4178 -0.4960
C 1.6101 -0.1661 -1.1079
C 1.3364 1.1751 -0.3468
C 2.7112 1.9260 -0.1792
C 2.5604 3.4823 -0.1181
C 3.6633 4.0553 0.8459
C 3.0114 4.5155 2.2250
In 2.4046 6.6997 2.2016
F 1.1163 6.9495 3.7736
S 1.2769 7.2223 0.0159
C -3.1223 -3.2615 -1.0033
C -3.4662 -4.6205 -1.3245
C -4.6839 -4.9660 -1.9450
C -5.5745 -3.9170 -2.2541
C -5.2415 -2.5682 -1.9430
C -4.0219 -2.2149 -1.3231
H 0.7090 -4.2426 -0.2161
H -0.6899 -5.3756 0.0183
H -0.3070 -4.7069 -1.6414
H -1.3339 -4.1046 2.1561
H -2.9301 -3.3932 1.8710
H -1.6098 -2.2751 2.2992
H -1.0599 -0.8111 -1.3505
H -0.8911 -0.6916 0.4049
H 1.3270 -1.6699 0.5102
H 1.2184 -2.2799 -1.1360
H 2.7067 -0.3509 -1.0459
H 1.3777 -0.1230 -2.1886
H 0.7537 1.8194 -1.0398
H 0.8183 1.0521 0.6191
H 3.2586 1.5497 0.7064
H 3.3125 1.7015 -1.0839
H 2.7541 3.9525 -1.1035
H 1.5422 3.7701 0.2083
H 4.1603 4.9541 0.4331
H 4.4561 3.3192 1.0705
H 2.0803 3.9247 2.3518
H 3.7031 4.3324 3.0917
H 3.7978 7.7650 2.3799
H -0.0192 6.8508 0.2062
H -2.7752 -5.4354 -1.0598
H -4.8868 -6.0258 -2.1446
H -6.5354 -4.1909 -2.7099
H -6.0037 -1.8168 -2.1997
H -3.7854 -1.1764 -1.0616
Cu 4.5846 2.8632 4.0150
*
```

Summary:
Relative energy (zero: lowest compared OMol25 entry of this formula, charge and spin) ... 0.0 kJ/mol
E_LUMO (spin up / spin down) ... -6.519 / -7.444 eV

---

5.
DFT (wB97M-V/def2-TZVPD) results for the molecule C12H24FNO5S in a non-equilibrium geometry.

```
! wB97M-V def2-TZVPD RIJCOSX def2/J DEFGRID3
* xyz 0 1
C 1.7457 -0.7923 2.0424
C 2.6795 -1.7805 1.3532
C 3.1306 -1.3890 -0.0712
C 3.2144 0.0910 -0.3466
O 1.9164 0.5782 -0.7322
N 1.9766 1.9702 -0.8718
C 1.0361 2.6616 0.0246
C -0.4377 2.6289 -0.3502
C -1.1077 1.2615 -0.0685
C -2.1225 1.3799 1.0611
C -2.7872 0.0664 1.4718
C -3.3395 -0.7832 0.3279
O -2.8914 -2.1459 0.4589
C -2.2702 -2.6398 -0.6611
C -3.0164 -3.7570 -1.3340
O -1.1972 -2.2121 -1.0548
S 1.9486 2.4256 -2.4616
O 1.4645 3.7549 -2.5507
O 3.1853 2.1015 -3.0685
F 0.8725 1.4819 -3.0435
H 2.2078 0.1721 2.2272
H 0.8136 -0.6600 1.5064
H 1.5025 -1.1875 3.0267
H 2.1259 -2.7100 1.2570
H 3.5405 -1.9588 1.9878
H 4.1414 -1.7656 -0.2013
H 2.5028 -1.8528 -0.8264
H 3.5163 0.6463 0.5403
H 3.9535 0.3264 -1.1066
H 1.1280 2.1358 0.9718
H 1.3902 3.6666 0.2144
H -0.6372 2.9648 -1.3599
H -0.9270 3.3511 0.3022
H -1.6309 0.9908 -0.9809
H -0.3713 0.4859 0.1113
H -1.6116 1.7646 1.9447
H -2.8427 2.1480 0.7825
H -2.1014 -0.5181 2.0742
H -3.6123 0.3115 2.1372
H -3.1101 -0.3739 -0.6487
H -4.4226 -0.8070 0.4157
H -2.2957 -4.3108 -1.9191
H -3.4865 -4.4053 -0.6065
H -3.7733 -3.3159 -1.9752
*
```

Summary:
SMILES ... CCCCON(CCCCCCOC(C)=O)S(=O)(=O)F
Relative energy (zero: lowest compared OMol25 entry of this formula, charge and spin) ... 0.0 kJ/mol
E_LUMO ... 0.811 eV

---

6.
DFT (wB97M-V/def2-TZVPD) results for the molecule C4H4F2 in a non-equilibrium geometry.

```
! wB97M-V def2-TZVPD RIJCOSX def2/J DEFGRID3
* xyz 0 1
C -0.6390 -2.1192 0.4970
C -0.5627 -0.9860 0.1280
C 0.9057 0.9513 -0.0282
C -0.4894 0.3842 -0.2634
F -0.8990 0.4863 -1.5527
F -1.4327 1.1569 0.5348
H -0.5965 -3.1339 0.6269
H 1.1800 0.6892 1.0432
H 0.9959 2.1176 -0.3167
H 1.5376 0.4538 -0.6691
*
```

Summary:
SMILES ... C#CC(C)(F)F
Relative energy (zero: lowest compared OMol25 entry of this formula, charge and spin) ... 98.7 kJ/mol
E_LUMO ... 0.965 eV

---

7.
DFT (wB97M-V/def2-TZVPD) results for a cluster of 2 separate species, C2HO5S in total in a non-equilibrium geometry.

```
! wB97M-V def2-TZVPD RIJCOSX def2/J DEFGRID3
* xyz -1 1
C -0.2768 1.6090 -0.3790
C -0.2784 1.7176 1.0562
O 0.6259 -1.7550 2.1110
O 0.1399 1.8299 -1.4894
O 0.5864 -0.4154 4.1411
O -1.5452 -1.0904 3.0226
O -1.3799 1.0565 0.2070
S -0.1285 -0.9150 3.0074
H -0.6888 2.8046 1.3593
*
```

Summary:
Relative energy (zero: lowest compared OMol25 entry of this formula, charge and spin) ... 349.7 kJ/mol
E_LUMO (spin up / spin down) ... 2.593 / 2.592 eV

---

8.
DFT (wB97M-V/def2-TZVPD) results for a structure of composition C29H32N3O12Pb in a non-equilibrium geometry.

```
! wB97M-V def2-TZVPD RIJCOSX def2/J DEFGRID3
* xyz -1 1
C -0.7455 4.7477 -1.2497
C -0.0603 3.7252 -0.3324
C -0.9934 4.0679 -2.6181
C -0.0962 2.8145 -2.6197
H -0.6980 4.7804 -3.3961
H -2.0641 3.8750 -2.7622
C 0.7204 2.8312 -1.3131
H -0.8561 3.1823 0.1991
H 0.5698 4.2072 0.4339
C 0.9158 1.3798 -0.9335
H 1.7050 3.2996 -1.4594
H 0.6092 2.8601 -3.4627
C -0.7723 1.3963 -2.6378
C -1.9942 5.3521 -0.6275
C 0.0844 6.0119 -1.4510
O 0.2631 6.5453 -2.5390
O -2.6604 4.8361 0.2588
O -2.2960 6.5614 -1.1389
O 0.5754 6.5562 -0.3254
C 1.1122 7.8529 -0.6175
H 1.4710 8.2475 0.3361
H 0.3034 8.4634 -1.0364
H 1.9181 7.7544 -1.3520
C -3.3905 7.1684 -0.4510
H -4.2395 6.4766 -0.4072
H -3.6383 8.0711 -1.0109
H -3.0774 7.4188 0.5716
O -0.1673 0.6054 -1.5001
H 0.9405 1.2020 0.1502
H 1.8534 1.0109 -1.3869
C -0.4526 0.6651 -3.9435
C -2.2814 1.4100 -2.3984
H -2.7847 1.9418 -3.2195
H -2.5316 1.8822 -1.4374
H -2.6508 0.3745 -2.3868
H -0.8403 -0.3645 -3.9050
H 0.6321 0.6231 -4.1330
H -0.9352 1.1819 -4.7860
Pb 0.1326 -2.0906 -0.6420
C 3.1682 -2.5737 0.5625
C 3.2819 -1.3475 -0.1431
C 3.1694 -0.2912 0.8096
H 3.5181 -1.2504 -1.2063
C 2.9487 -0.8687 2.0904
C 2.9630 -2.2778 1.9419
H 2.8698 -2.9897 2.7482
H 3.3440 -3.5502 0.1369
H 3.2976 0.7697 0.6038
H 2.8242 -0.3325 3.0294
C -1.7593 -2.5657 1.8563
C -0.8986 -3.0287 2.8818
C -0.0131 -1.9738 3.2306
H -0.9597 -3.9982 3.3685
C -0.3541 -0.8366 2.4607
C -1.4415 -1.1897 1.6055
H -2.0261 -0.4986 0.9952
H -2.5933 -3.1188 1.4319
H 0.7646 -2.0230 3.9929
H 0.1114 0.1462 2.5328
O -1.6666 -9.3769 2.2338
N -0.5564 -8.8928 2.5336
O 0.2487 -9.4585 3.3059
C -0.1728 -7.6134 1.9862
C -0.9997 -6.9338 1.0822
C -0.6004 -5.7037 0.5557
C 0.6983 -5.1338 0.8944
O 1.0923 -3.9756 0.5317
C 1.5054 -5.9070 1.7749
C 1.0640 -7.0751 2.3624
N 2.8140 -5.3499 2.2071
O 2.9031 -4.9928 3.4027
O 3.7261 -5.2566 1.3727
N -1.5698 -5.0487 -0.2712
O -2.6488 -5.6181 -0.4789
O -1.3735 -3.8684 -0.7784
H -1.9628 -7.3468 0.8007
H 1.7033 -7.5744 3.0855
*
```

Summary:
Relative energy (zero: lowest compared OMol25 entry of this formula, charge and spin) ... 0.0 kJ/mol
E_LUMO ... 0.758 eV

---

9.
DFT (wB97M-V/def2-TZVPD) results for the molecule C2H2OS2 in a non-equilibrium geometry.

```
! wB97M-V def2-TZVPD RIJCOSX def2/J DEFGRID3
* xyz 0 1
C -0.1257 -0.6481 0.3955
C -0.7132 0.5462 -0.1369
H 1.7810 0.3542 -0.0423
H -1.8709 0.5985 -0.3087
O -0.9011 -1.4065 0.8024
S 1.6219 -0.9588 0.3419
S 0.2080 1.5146 -1.0520
*
```

Summary:
SMILES ... O=C(S)C=S
Relative energy (zero: lowest compared OMol25 entry of this formula, charge and spin) ... 112.5 kJ/mol
E_LUMO ... -1.778 eV